Here is a cluster of 3 separate species, C3H7ClN2 in total at a distorted geometry from the Open Molecules 2025 dataset. Energies are from ωB97M-V with the def2-TZVPD basis set.

Calculated values
Multiplicity: 1
SMILES string: C=NC#N.Cl.C
LUMO energy (eV): -1.1
Relative energy (zero: lowest compared OMol25 entry of this formula, charge and spin) (kcal per mole): 53.2
F_max (Eh/bohr): 0.0633
E (hartree): -688.13199

```
13
C3H7ClN2 (ωB97M-V with the def2-TZVPD basis set)
Cl -2.92516 1.56103 -2.12580
N -1.10926 -0.54570 -1.09074
N 0.14162 -2.09582 0.25331
C 0.66827 1.66846 0.09364
C -0.59299 -1.25322 -0.35294
C 0.91084 -2.20891 1.25032
H 0.99313 0.80397 0.71571
H 0.52253 1.38392 -0.93860
H -1.98444 0.67932 -1.93846
H 1.32021 2.44007 0.32035
H -0.35483 2.15080 0.39266
H 0.93918 -1.50032 2.10842
H 1.47092 -3.08360 1.31214
```